82
Properties=species:S:1:pos:R:3:lowdin_charge:R:1 method="wB97M-V/def2-TZVPD" homo_ev=-4.0769 charge=-1 homo_lumo_gap_ev=5.973 e_tot_ev=-38315.8323
C 11.493 -0.552 0.177 -0.115
C 10.406 0.222 -0.554 -0.274
C 10.736 1.710 -0.693 -0.236
C 10.412 2.526 0.551 -0.203
C 8.968 3.093 0.644 -0.195
C 7.941 2.600 -0.389 -0.223
C 6.530 2.695 0.207 -0.265
C 5.438 2.392 -0.799 -0.358
C 4.034 2.600 -0.156 -0.468
Nb 2.829 0.685 0.086 0.835
H 11.105 -1.519 0.475 0.066
H 12.375 -0.689 -0.445 0.067
H 11.798 0.004 1.062 0.064
H 10.260 -0.174 -1.557 0.104
H 9.459 0.077 -0.043 0.100
H 10.281 2.128 -1.584 0.102
H 11.816 1.760 -0.848 0.101
H 10.640 1.979 1.462 0.096
H 11.088 3.381 0.554 0.094
H 8.573 2.840 1.625 0.098
H 8.972 4.178 0.616 0.100
H 8.083 1.562 -0.667 0.094
H 7.988 3.251 -1.259 0.108
H 6.477 1.963 1.010 0.108
H 6.390 3.696 0.615 0.109
H 5.551 3.091 -1.630 0.090
H 5.545 1.379 -1.177 0.051
H 3.491 3.377 -0.690 -0.001
H 4.189 2.994 0.850 0.007
H 3.152 0.299 -1.678 -0.179
H 1.319 1.667 -0.222 -0.168
H 2.478 0.997 1.877 -0.219
H 4.371 -0.129 0.708 -0.181
H 1.922 -0.924 0.134 -0.221
C -2.485 0.103 -2.687 -0.033
C -1.071 0.595 -2.891 -0.549
O -0.145 0.219 -2.202 -0.023
N -0.860 1.507 -3.891 0.000
C -1.830 2.073 -4.804 -0.096
H -2.470 -0.605 -1.863 0.084
H -3.150 0.927 -2.433 0.067
H -2.869 -0.402 -3.571 0.080
H 0.102 1.798 -3.968 0.138
H -1.554 1.841 -5.836 0.075
H -1.859 3.160 -4.693 0.076
H -2.821 1.675 -4.609 0.070
C -7.513 -0.496 -1.423 -0.013
C -6.029 -0.230 -1.489 -0.539
O -5.364 -0.463 -2.491 0.011
N -5.433 0.280 -0.385 0.024
C -6.017 0.609 0.906 -0.061
H -7.833 -0.900 -2.378 0.069
H -7.740 -1.218 -0.640 0.061
H -8.060 0.430 -1.236 0.091
H -4.444 0.436 -0.504 0.127
H -5.866 1.673 1.106 0.081
H -5.507 0.034 1.680 0.049
H -7.079 0.390 0.928 0.077
C -3.515 0.141 4.904 -0.005
C -4.026 -1.139 4.288 -0.537
O -4.736 -1.141 3.294 0.022
N -3.662 -2.308 4.876 0.007
C -2.827 -2.504 6.045 -0.077
H -3.887 0.977 4.321 0.081
H -3.868 0.243 5.931 0.082
H -2.425 0.165 4.891 0.091
H -4.033 -3.122 4.412 0.138
H -1.954 -3.102 5.780 0.085
H -3.388 -3.034 6.818 0.079
H -2.491 -1.554 6.445 0.071
C -9.771 -3.185 -1.904 -0.010
C -9.648 -3.373 -0.409 -0.545
O -9.490 -2.436 0.357 0.026
N -9.720 -4.645 0.068 0.005
C -9.900 -5.877 -0.677 -0.080
H -9.696 -2.129 -2.133 0.064
H -8.971 -3.714 -2.423 0.092
H -10.739 -3.550 -2.250 0.084
H -9.629 -4.702 1.070 0.139
H -10.807 -6.384 -0.342 0.080
H -9.051 -6.541 -0.507 0.083
H -9.982 -5.678 -1.740 0.070